# 1
DFT (the ωB97M-V functional and the def2-TZVPD basis) results for a molecular structure, C36H43Cl60F3N2O4Si.

## Properties
frontier orbital gap = 0.23267 Ha
M = 2780.0 g/mol
electronic energy = -30007.8836 a.u.

Positions of all 149 atoms, in Å:
H (9.478, 9.368, 9.269)
O (1.973, 3.951, 0.401)
C (2.677, 2.774, -0.194)
C (1.646, 0.838, -7.097)
C (5.292, 7.745, 7.957)
C (1.077, 3.202, -2.459)
Cl (4.244, 0.445, 2.287)
C (-1.270, 0.624, 0.190)
Cl (-8.594, -3.500, -11.033)
H (-0.031, -5.485, -4.528)
Cl (4.185, 6.522, 7.312)
C (5.047, -1.474, 8.891)
Cl (1.161, 2.380, -7.823)
Cl (-6.039, -3.347, -9.643)
C (-1.813, -9.389, 0.368)
Cl (-5.739, 0.478, 5.456)
Cl (4.761, 6.792, 1.312)
Cl (-0.611, 6.203, 0.322)
Cl (-4.640, -11.079, -4.314)
H (-0.252, 0.121, -0.178)
Cl (7.607, 4.138, 6.800)
H (10.740, 1.225, 9.510)
H (2.063, 3.951, 1.400)
Cl (0.205, -4.465, -2.417)
C (-1.046, -2.937, 0.401)
H (4.720, -1.210, 9.899)
H (1.052, 4.319, -2.116)
H (-10.636, -2.112, -13.490)
Cl (9.812, 7.163, 10.030)
C (-10.308, -2.376, -14.499)
Cl (-2.720, -10.248, 1.624)
Cl (-8.294, 0.325, 4.066)
Cl (-7.504, -3.101, -1.520)
H (5.300, 0.015, 0.402)
C (2.992, 1.068, -2.555)
C (10.186, 1.828, 8.786)
C (5.386, -3.871, -2.820)
O (-2.282, -2.219, 0.817)
H (-1.504, 0.240, 1.284)
Cl (6.105, 5.415, 4.656)
O (-4.924, -0.467, -2.864)
N (-0.212, 2.436, -2.278)
C (4.159, 0.198, -1.742)
Cl (4.835, -2.394, -2.010)
C (3.928, 0.205, 4.014)
Cl (4.388, 2.511, 6.418)
Cl (-2.918, -8.529, -0.719)
Cl (-7.141, -0.212, -1.563)
H (0.067, 1.446, -2.107)
Cl (5.009, -0.011, 7.891)
H (-0.728, -2.721, -0.704)
Si (-2.643, -0.015, -0.997)
H (-4.209, -1.904, -0.066)
Cl (2.960, 3.212, 8.858)
Cl (-6.428, -4.984, -3.765)
Cl (1.760, 0.990, -5.335)
H (-2.227, 3.080, -1.625)
H (-1.288, -4.088, 0.497)
C (7.523, 4.429, 5.054)
H (4.353, 1.049, 4.562)
F (-5.503, 0.042, 0.981)
H (-1.256, -10.124, -0.219)
Cl (4.004, -4.819, -3.394)
Cl (-9.823, -1.344, -1.642)
C (1.641, -2.338, 0.644)
Cl (-5.201, -3.135, -5.652)
Cl (-0.656, -8.262, 1.096)
H (-6.132, 0.409, 3.133)
Cl (1.874, -6.529, -3.615)
Cl (-6.578, 2.650, 3.707)
H (5.940, -4.474, -2.096)
C (3.821, 1.915, 0.606)
Cl (-8.659, -3.018, -14.400)
H (1.330, 3.155, -3.626)
C (10.207, 8.887, 9.925)
Cl (-10.373, -1.353, -5.826)
H (-1.997, 2.678, 0.860)
H (0.882, 0.092, -7.329)
Cl (10.108, 9.646, 11.523)
Cl (8.804, 0.881, 8.212)
C (0.243, -5.841, -3.532)
C (-4.790, 1.144, 0.291)
C (-9.228, -2.686, -6.055)
H (4.693, -0.700, -2.295)
C (2.846, 3.060, 7.096)
H (4.368, 6.722, -1.011)
H (2.381, -1.789, 1.397)
Cl (2.361, 4.602, 6.370)
C (-5.133, -3.799, -4.011)
Cl (-11.415, -3.599, -15.144)
C (4.506, 0.645, -0.186)
Cl (-10.346, -0.913, -15.498)
H (-0.124, 2.476, 0.897)
Cl (3.922, 8.964, -0.437)
Cl (6.471, -3.476, -4.164)
Cl (-0.928, -7.075, -3.038)
H (2.082, 2.314, 6.864)
F (-6.118, 1.658, -2.508)
C (-8.177, -1.541, -1.017)
C (-1.109, 3.009, -1.211)
N (-4.090, 1.061, -1.049)
Cl (9.635, 3.305, 9.595)
H (1.429, -1.604, -0.246)
C (-3.079, -1.830, -0.388)
Cl (3.940, -2.697, 8.245)
Cl (-2.688, -11.386, -2.175)
C (-4.269, -11.900, -2.789)
Cl (11.271, 2.224, 7.442)
Cl (-5.535, -11.586, -1.589)
Cl (3.188, 0.289, -7.775)
H (8.419, 4.977, 4.752)
C (0.231, -2.661, 1.439)
C (-6.921, -2.925, -11.121)
Cl (11.821, 9.114, 9.229)
H (0.444, -3.647, 2.079)
Cl (-3.551, -4.534, -3.702)
H (-2.865, -2.644, -1.207)
Cl (2.206, 6.638, -0.078)
H (4.072, 2.249, 1.710)
C (-6.621, 0.900, 3.978)
H (-6.432, -3.416, -11.966)
H (-0.808, 4.144, -0.996)
H (4.964, 8.008, 8.966)
C (2.285, 2.312, -1.733)
H (-8.294, -2.429, -5.549)
Cl (6.696, -2.116, 8.989)
Cl (-9.859, -4.178, -5.336)
H (2.209, -3.302, 0.287)
H (-0.502, 6.808, 2.598)
F (-1.940, -0.244, -2.641)
H (0.039, -1.754, 2.158)
H (-8.218, -1.520, 0.075)
Cl (-6.878, -1.174, -11.392)
H (2.687, 0.784, -3.657)
H (-5.277, -2.980, -3.302)
Cl (7.482, 2.895, 4.169)
H (-4.232, -12.976, -2.977)
C (3.879, 7.214, -0.166)
C (-0.927, 5.963, 2.049)
Cl (2.184, 0.158, 4.326)
C (-5.023, 0.677, -2.178)
Cl (4.703, -1.281, 4.588)
C (-1.075, 2.247, 0.236)
Cl (-8.884, -2.922, -7.777)
Cl (5.254, 9.208, 6.958)
Cl (-2.671, 5.916, 2.362)
Cl (6.941, 7.102, 8.056)
Cl (-0.152, 4.477, 2.623)
O (-4.815, 2.352, 0.912)


# 2
DFT (the ωB97M-V functional and the def2-TZVPD basis) results for a molecular structure, C26H23Br2CrF5N6O5S.

## Properties
multiplicity = 4
net charge = +1
<S²> = 3.8085
frontier orbital gap (alpha / beta) = 0.16049 / 0.17989 Ha
M = 838.4 g/mol
electronic energy = -8799.0617 a.u.

Positions of all 69 atoms, in Å:
F (0.493, 0.519, 5.384)
O (1.042, -2.042, 2.038)
C (2.476, -1.625, -2.581)
H (-4.711, 0.771, -2.900)
C (2.318, 1.042, -3.284)
H (-0.827, -2.327, 3.049)
H (2.257, 2.115, -3.561)
H (1.970, 1.329, -1.171)
C (-1.105, -2.678, 0.908)
F (-2.193, 5.258, 4.646)
H (0.727, -0.814, 3.744)
H (2.328, -1.470, 3.521)
C (2.958, -5.325, -2.059)
C (1.949, 0.252, 2.263)
C (2.685, -1.259, -3.918)
N (-1.336, 0.966, -1.092)
C (-0.871, 3.824, 6.061)
H (2.913, -2.008, -4.692)
O (2.084, 0.261, 0.980)
H (-0.034, -3.783, 2.390)
C (-1.362, 4.210, 4.812)
C (2.596, 0.078, -4.287)
C (-2.471, 1.843, -3.559)
H (-0.274, 2.358, -2.262)
H (-1.583, 1.931, -4.195)
H (-0.618, 0.065, -2.846)
F (0.158, 2.206, 7.443)
Br (2.895, 0.602, -6.069)
C (1.486, -1.023, 2.980)
C (-1.024, 3.453, 3.709)
H (3.030, 1.848, 2.555)
C (2.627, -2.955, -2.023)
H (-4.389, 2.995, -2.218)
C (-0.230, 2.601, 6.224)
O (-2.312, -2.879, 1.004)
H (-4.117, -0.570, -1.954)
N (2.414, -3.004, -0.693)
C (-1.520, 0.041, -2.235)
C (-2.611, 0.929, -0.293)
C (2.827, -4.135, -2.744)
O (-0.392, -2.460, -0.200)
H (2.880, -6.301, -0.101)
N (-2.324, 2.793, -2.440)
C (2.558, -4.171, -0.022)
C (-3.867, 0.429, -2.304)
N (-3.789, 1.318, -1.096)
H (-3.380, 3.358, -0.745)
H (-1.132, 3.026, -0.754)
C (2.829, -5.349, -0.675)
N (-2.654, 0.407, -3.148)
H (2.504, -4.124, 1.062)
H (-2.731, -0.065, 0.178)
C (2.128, 0.637, -2.000)
S (-0.181, 1.329, 2.404)
C (-3.531, 2.712, -1.611)
F (-1.091, 4.609, 7.128)
C (-0.047, 1.744, 5.146)
Br (3.385, -6.865, -2.993)
N (2.097, -0.685, -1.688)
Cr (1.262, -1.347, 0.047)
C (-0.233, -2.721, 2.205)
F (-1.361, 3.887, 2.461)
C (-0.344, 2.199, 3.834)
H (-2.567, 1.611, 0.577)
H (-3.361, 2.160, -4.116)
O (2.667, 1.098, 3.080)
H (-1.670, -0.988, -1.852)
C (-1.155, 2.340, -1.611)
H (2.854, -4.186, -3.841)


# 3
DFT (the ωB97M-V functional and the def2-TZVPD basis) results for 7 unconnected molecules or ions with the total composition C4H20O8.

## Properties
multiplicity = 2
net charge = +1
<S²> = 0.7571
frontier orbital gap (alpha / beta) = 0.32601 / 0.17292 Ha
M = 196.2 g/mol
electronic energy = -765.9564 a.u.

Positions of all 32 atoms, in Å:
H (-0.553, 0.125, -0.052)
H (-2.564, 0.605, 0.935)
O (0.194, -1.896, 2.656)
H (0.045, 0.072, -2.133)
H (0.349, -0.185, -3.654)
C (2.034, -0.988, -0.340)
H (-0.156, -2.084, 1.780)
H (2.558, 1.342, 1.754)
O (0.389, -0.578, -2.770)
O (0.246, -2.501, 0.085)
C (1.363, 0.148, 0.487)
H (-0.250, 2.236, 0.248)
H (2.971, -1.278, 0.151)
H (-0.405, -2.303, 3.291)
H (-1.124, 3.219, -0.537)
H (-2.469, 1.958, 2.758)
H (-1.988, -2.357, -1.567)
H (1.040, -2.455, -1.737)
O (-2.753, 2.121, 1.851)
H (3.190, 1.377, 0.076)
O (-0.578, 3.159, 0.253)
O (0.243, 0.657, -0.284)
H (0.949, -0.242, 1.415)
H (1.827, 2.307, 0.538)
H (-2.074, 2.733, 1.507)
H (2.497, -0.628, -1.263)
O (-1.858, -2.235, -2.512)
C (2.293, 1.336, 0.692)
O (-2.358, -0.002, 0.187)
H (-3.042, 0.116, -0.479)
H (-1.044, -1.716, -2.637)
C (1.030, -2.061, -0.698)


# 4
DFT (the ωB97M-V functional and the def2-TZVPD basis) results for a molecular structure, C30H45ErNO3P2S.

## Properties
multiplicity = 4
net charge = +1
<S²> = 3.7533
frontier orbital gap (alpha / beta) = 0.23766 / 0.24137 Ha
M = 729.0 g/mol
electronic energy = -3546.2352 a.u.

Positions of all 83 atoms, in Å:
N (-2.180, 0.205, -0.244)
C (2.519, -1.189, 2.067)
H (-3.106, -4.541, -1.426)
H (-0.715, 2.956, 3.583)
C (2.579, 4.210, -1.480)
H (-0.416, 4.935, -0.866)
C (1.068, 0.586, 3.242)
H (-1.669, -4.939, -4.033)
C (0.328, -5.134, -1.984)
H (-0.247, -2.573, -1.282)
C (3.053, -0.439, -1.749)
C (0.175, 2.794, 4.210)
P (1.211, 0.018, -1.801)
H (-0.135, 2.283, 5.130)
H (-2.976, -2.316, -4.146)
H (-1.449, -2.774, -4.853)
H (1.713, -1.464, -3.832)
H (3.552, -0.568, -2.733)
H (3.905, 3.942, 2.899)
H (0.012, 1.849, -2.881)
H (-6.067, -1.141, 1.221)
C (1.327, -0.436, -3.744)
H (2.408, 4.347, 1.997)
C (-2.171, -4.662, -2.003)
O (-3.272, -2.131, -0.213)
H (-3.315, -4.412, -3.867)
H (-1.189, -5.669, -0.423)
C (-0.261, -2.756, -2.378)
C (4.461, 1.412, 1.835)
O (-4.352, -0.314, -1.520)
H (4.544, 2.181, 1.049)
C (-4.192, -0.111, 1.165)
H (1.748, 2.005, -3.207)
H (-1.154, 3.497, -1.668)
C (-3.271, 0.689, 1.816)
H (3.104, -1.431, -1.270)
C (2.256, 0.191, 2.540)
C (-4.809, 1.012, 3.632)
C (-0.006, -0.306, 3.744)
H (-0.742, -0.552, 2.958)
H (2.642, 4.927, -0.637)
H (2.427, 4.379, 3.785)
H (4.781, 0.444, 1.431)
H (0.345, -0.395, -4.248)
H (-2.812, 1.918, 3.542)
H (0.425, -6.010, -2.644)
H (2.437, -1.863, 2.945)
C (0.589, -3.862, -2.844)
H (0.418, -1.251, 4.121)
H (-0.556, 0.184, 4.563)
H (2.418, 4.769, -2.428)
H (0.604, 3.767, 4.474)
C (-5.405, -0.447, 1.743)
C (-1.183, -1.953, -2.903)
H (-0.040, 4.513, -2.593)
C (-5.730, 0.173, 2.966)
C (-2.007, -2.749, -3.908)
H (-6.721, 0.004, 3.377)
C (-2.303, -4.243, -3.466)
C (1.018, 1.782, -2.425)
P (1.183, 3.080, -1.060)
H (3.535, -1.293, 1.633)
H (3.638, 0.298, -1.168)
O (-1.049, 1.492, 1.253)
H (-5.111, 1.481, 4.574)
C (-3.547, 1.256, 3.079)
C (3.073, 1.350, 2.358)
C (1.165, 1.976, 3.486)
H (3.541, 3.676, -1.547)
C (2.811, 3.856, 2.902)
H (-1.225, -0.875, -2.706)
S (-3.567, -0.725, -0.385)
H (1.766, -1.492, 1.298)
C (-2.110, 0.813, 0.936)
H (2.024, 0.224, -4.302)
C (-0.242, 4.112, -1.585)
C (2.387, 2.440, 2.936)
Er (0.888, 1.209, 0.577)
H (0.345, -4.049, -3.900)
H (1.126, -5.194, -1.225)
C (-1.077, -5.142, -1.382)
H (1.650, -3.527, -2.729)
H (5.183, 1.691, 2.624)


# 5
DFT (the ωB97M-V functional and the def2-TZVPD basis) results for a molecular structure, C27H54CrGeN9PSSeSi3.

## Properties
multiplicity = 2
net charge = -1
<S²> = 0.8681
frontier orbital gap (alpha / beta) = 0.22911 / 0.23480 Ha
M = 855.7 g/mol
electronic energy = -8684.9588 a.u.

Positions of all 98 atoms, in Å:
N (0.887, 0.352, 3.841)
N (3.365, -1.233, 2.060)
H (-5.420, 1.927, -0.440)
H (-1.833, 1.432, -2.763)
H (-4.575, -4.050, -1.372)
H (-2.341, 5.259, 0.670)
H (-1.234, -5.425, -0.809)
N (2.476, -1.124, 1.142)
H (2.938, -2.949, -0.359)
C (-1.906, 2.518, -2.769)
H (-2.941, -4.436, -1.919)
H (5.013, -0.056, -0.914)
H (2.547, -4.365, 0.601)
N (2.931, -0.687, 3.208)
C (-4.387, 1.574, -0.419)
H (-1.719, 3.326, 2.196)
N (1.396, -0.491, 1.649)
H (-1.051, 5.635, 1.816)
C (-1.697, -4.985, 2.393)
H (-1.056, -5.668, 1.833)
H (-3.025, -2.182, 3.436)
C (-1.312, 5.027, 0.947)
H (0.595, -4.161, 4.362)
C (-0.144, -5.468, -0.792)
C (-1.201, 3.128, -1.556)
C (3.390, 4.090, -1.355)
H (6.466, 3.372, -4.544)
H (2.675, 6.117, -1.288)
H (-4.015, -1.024, -2.304)
C (-3.002, -1.277, -1.983)
C (4.107, 1.777, -1.536)
C (2.466, 5.152, -0.826)
H (-0.650, 5.326, 0.135)
P (-1.646, 2.292, 0.042)
H (1.428, 4.876, -1.020)
C (-3.529, -4.104, -1.061)
N (-2.432, 1.210, 3.604)
H (-3.693, 2.887, 1.130)
C (0.735, -3.523, 3.486)
H (1.172, -2.419, -2.940)
H (4.547, 5.506, -2.464)
H (-4.495, -2.646, 1.494)
H (-0.119, 3.031, -1.659)
H (6.393, 5.004, -3.861)
H (0.970, -4.126, -3.326)
Si (0.629, -3.725, -0.874)
C (-4.221, -1.829, 0.822)
S (0.795, 0.293, -2.808)
H (7.405, 3.771, -3.107)
H (3.728, -0.250, -2.107)
C (6.454, 3.944, -3.615)
H (-2.486, -1.744, -2.826)
N (-0.882, 0.526, 2.275)
N (-1.333, 1.077, 4.360)
C (-3.461, 2.675, 0.086)
C (4.420, 4.458, -2.211)
H (0.182, -6.062, -1.650)
H (-2.471, -0.355, -1.743)
C (5.114, 2.194, -2.403)
H (-2.660, -4.939, 1.879)
Si (-2.936, -2.402, -0.453)
C (5.306, 3.525, -2.734)
H (3.331, 0.086, -0.420)
H (-1.604, -1.401, 4.117)
H (-0.084, 3.388, 1.561)
H (-3.451, -4.868, -0.285)
H (1.490, -3.982, 2.845)
H (-4.327, 0.718, 0.247)
C (-1.128, 3.557, 1.308)
H (-2.120, -2.958, 4.743)
H (-0.450, -3.105, -3.053)
H (-3.592, 3.591, -0.495)
H (2.569, 5.243, 0.257)
C (2.445, -3.919, -0.391)
H (5.788, 1.445, -2.809)
C (0.574, -3.302, -2.726)
C (-2.024, -2.365, 3.830)
C (-0.401, 0.645, 3.523)
C (4.031, 0.309, -1.220)
Si (-0.912, -3.260, 2.579)
H (-1.439, 4.192, -1.498)
H (-1.448, 2.874, -3.694)
H (-3.807, -1.024, 1.433)
H (-2.964, 2.787, -2.784)
N (-2.190, 0.896, 2.383)
H (-1.865, -5.415, 3.383)
Se (1.938, 2.325, 0.362)
H (1.141, -2.571, 3.834)
H (1.211, 0.479, 4.783)
H (-5.138, -1.466, 0.351)
Ge (-0.702, -2.165, 0.433)
C (1.724, -0.240, 2.928)
C (0.509, 0.208, -1.285)
H (-4.110, 1.245, -1.420)
C (3.244, 2.740, -0.993)
Cr (-0.022, 0.297, 0.510)
H (2.975, -4.558, -1.104)
H (0.157, -6.000, 0.112)


# 6
DFT (the ωB97M-V functional and the def2-TZVPD basis) results for a single C5H7BrO molecule.

## Properties
structure (SMILES) = C=C[C@@H](Br)C(C)=O
frontier orbital gap = 0.36610 Ha
M = 163.0 g/mol
electronic energy = -2843.8981 a.u.

Positions of all 14 atoms, in Å:
C (-0.227, -0.568, -2.121)
Br (0.971, 2.046, -0.735)
O (-2.227, -0.300, -0.812)
C (0.800, -0.131, 1.160)
H (-0.941, -0.668, -2.979)
H (-0.858, 1.219, 1.030)
C (0.570, -0.027, 2.457)
H (0.138, -1.602, -1.856)
C (-1.053, -0.165, -0.913)
H (0.560, 0.077, -2.241)
C (-0.121, 0.786, 0.291)
H (1.428, -0.735, 0.598)
H (1.044, -0.723, 3.302)
H (-0.082, 0.793, 2.818)


# 7
DFT (the ωB97M-V functional and the def2-TZVPD basis) results for a single C6H8OS molecule.

## Properties
structure (SMILES) = O=C1CCCC(=S)C1
frontier orbital gap = 0.31235 Ha
M = 128.2 g/mol
electronic energy = -706.8411 a.u.

Positions of all 16 atoms, in Å:
C (-0.072, -1.454, 0.077)
C (0.197, 1.480, -0.114)
C (-1.152, 0.840, 0.106)
H (-2.151, -1.025, -0.325)
C (1.357, 0.669, 0.404)
H (0.018, -2.434, -0.413)
H (-0.277, -1.640, 1.142)
H (-1.034, -0.506, -1.571)
O (2.288, -1.390, -0.351)
C (-1.163, -0.579, -0.508)
H (2.325, 1.074, 0.069)
H (-1.347, 0.747, 1.175)
H (-1.961, 1.473, -0.307)
H (1.292, 0.654, 1.505)
S (0.384, 2.898, -0.875)
C (1.296, -0.806, -0.013)


# 8
DFT (the ωB97M-V functional and the def2-TZVPD basis) results for a molecular structure, C5H8INS3.

## Properties
frontier orbital gap = 0.30867 Ha
M = 305.2 g/mol
electronic energy = -1742.2213 a.u.

Positions of all 18 atoms, in Å:
C (0.928, -1.298, -0.238)
C (-0.139, 1.808, -0.202)
H (-2.247, -0.896, -1.567)
S (-1.257, -1.578, 1.549)
H (-0.420, -0.391, -1.815)
H (-0.488, 2.888, 0.004)
C (-1.254, -0.563, -1.089)
H (1.292, 1.943, 1.434)
H (0.136, 0.889, 1.879)
S (1.964, -2.285, -0.977)
C (0.683, 1.160, 0.931)
H (-1.718, -0.412, 1.392)
N (1.481, 0.035, 0.515)
C (-0.513, -1.625, -0.156)
H (0.516, 1.533, -1.081)
H (-0.639, -2.711, -0.439)
S (-1.738, 0.938, -0.290)
I (3.413, 0.563, 0.149)